Formula: C52H38Cl7N11O6Ti
Source: the Open Molecules 2025 dataset
Level of theory: wB97M-V/def2-TZVPD

The geometry in XYZ format:
```
115
Properties=species:S:1:pos:R:3:forces:R:3
Ti -0.127091 1.025433 0.745195 2.17 -0.55 -1.31
Cl 1.499368 4.822516 7.214446 -0.01 -0.01 -0.02
C 1.122163 4.092894 5.706777 0.02 0.07 0.09
C -0.159605 3.612827 5.458523 -0.14 -0.01 -0.02
Cl -1.391323 3.789952 6.641350 0.04 0.01 0.01
C -0.450620 3.001933 4.245710 -0.06 -0.05 -0.04
Cl -2.073544 2.524996 3.886840 0.05 0.01 0.02
C 0.533867 2.793094 3.265526 -0.26 -0.04 -0.10
O 0.246407 2.109244 2.172214 0.48 0.91 1.72
C 1.787630 3.379594 3.497151 0.00 0.00 -0.10
Cl 2.962573 3.397150 2.228316 -0.05 -0.12 0.02
C 2.083247 4.006501 4.705844 0.05 -0.05 -0.09
Cl 3.641393 4.679499 4.959008 0.01 0.00 0.01
C 5.554408 0.225068 -0.093695 -0.14 -0.03 -0.10
N 4.198162 0.353391 0.465031 0.20 0.06 0.00
C 3.106480 0.848990 -0.119895 0.08 -0.02 -0.06
N 2.071267 0.710866 0.682517 0.31 -0.12 0.23
C 2.606213 0.093067 1.779677 0.10 0.10 0.02
N 3.891023 -0.139254 1.685237 -0.12 0.08 -0.22
C 5.434850 -0.206166 -1.534700 -0.04 0.01 0.06
C 5.875756 0.586992 -2.583669 0.00 0.01 -0.04
C 5.534455 0.261321 -3.893967 -0.02 -0.01 0.01
C 4.707028 -0.820659 -4.148478 0.04 -0.01 -0.05
C 4.303274 -1.640557 -3.096694 -0.08 0.01 -0.02
C 4.697419 -1.352002 -1.801585 0.01 -0.08 0.02
C 3.298321 -2.694071 -3.267244 -0.09 -0.04 0.04
N 3.162254 -3.806731 -2.639022 -0.07 -0.16 -0.09
N 1.907406 -4.304895 -2.998922 0.19 0.02 0.03
C 1.393041 -3.442477 -3.803200 0.04 0.01 0.11
O 2.231847 -2.410943 -4.048672 -0.03 0.19 -0.12
C -0.001080 -3.304068 -4.228216 0.06 0.09 -0.03
C -0.874797 -4.380774 -4.328150 0.05 -0.05 -0.07
C -2.221026 -4.137606 -4.549017 -0.05 0.00 -0.01
C -2.708213 -2.834522 -4.600769 -0.01 0.00 -0.02
C -1.834449 -1.761268 -4.487453 0.01 0.03 0.04
C -2.312922 -0.324308 -4.402651 0.18 -0.16 0.04
N -1.549392 0.389907 -3.375328 -0.07 0.05 -0.21
C -1.574276 0.202829 -2.057529 -0.03 -0.15 -0.02
N -0.579948 0.856823 -1.491638 0.05 0.31 -0.24
C 0.048179 1.440736 -2.548964 -0.02 -0.11 0.00
N -0.500936 1.178835 -3.709333 -0.08 -0.12 0.15
C -0.478321 -2.005943 -4.350623 0.04 -0.02 0.02
H 6.060874 -0.515298 0.518624 -0.01 -0.03 0.09
H 6.076310 1.174798 0.001690 0.04 0.04 0.01
H 3.094216 1.263737 -1.115759 0.04 -0.07 0.03
H 2.040556 -0.177520 2.656426 -0.05 -0.01 -0.04
H 6.466959 1.474259 -2.381257 -0.05 -0.03 -0.01
H 5.881644 0.879755 -4.712026 -0.03 -0.01 0.03
H 4.365623 -1.025506 -5.156227 0.06 -0.01 0.04
H 4.355755 -1.993108 -0.995345 -0.07 0.09 -0.02
H -0.497781 -5.392254 -4.231011 -0.03 0.05 0.01
H -2.907898 -4.968746 -4.648248 0.02 0.03 0.02
H -3.772393 -2.659635 -4.721896 0.04 -0.02 0.03
H -3.371500 -0.283052 -4.156332 -0.04 0.06 0.02
H -2.142723 0.216816 -5.329339 -0.03 0.07 -0.04
H -2.301932 -0.417695 -1.557743 0.05 -0.02 -0.04
H 0.931559 2.051690 -2.459393 -0.06 0.01 0.00
H 0.220296 -1.182752 -4.277634 -0.03 -0.01 0.10
O -6.589124 3.064118 -0.067991 0.01 -0.04 0.03
C -6.362776 1.827826 0.575674 -0.02 0.13 0.01
C -4.883421 1.596694 0.672983 0.01 0.18 -0.07
C -4.378301 0.330164 0.919353 -0.04 -0.12 0.08
C -3.013932 0.158100 0.961667 0.16 -0.19 0.13
N -2.143122 1.160492 0.802949 -1.79 0.25 0.03
C -2.622285 2.393749 0.574644 0.03 0.20 -0.13
C -3.980154 2.634755 0.495205 -0.18 0.24 -0.06
C -1.614528 3.468190 0.331397 -0.10 0.02 -0.14
C -1.917117 4.810161 0.428863 -0.30 0.11 0.11
C -0.940165 5.767821 0.178032 -0.20 0.08 0.01
C -1.281030 7.235730 0.269689 -0.12 -0.04 -0.14
O -2.117761 7.636639 -0.804814 0.01 -0.05 0.09
C 0.314055 5.328562 -0.193913 0.18 0.04 -0.02
C 0.551754 3.967673 -0.254044 0.08 -0.16 -0.14
N -0.377859 3.057261 0.004603 -0.35 0.60 -0.12
H -7.531316 3.256855 -0.067141 0.00 0.00 0.01
H -6.818150 0.997914 0.029901 -0.02 -0.05 -0.06
H -6.779145 1.822453 1.588532 -0.01 -0.01 0.05
H -5.037473 -0.516397 1.069963 0.07 -0.01 -0.07
H -2.570902 -0.820788 1.092445 0.03 -0.02 0.04
H -4.351285 3.620503 0.254605 -0.01 -0.04 0.02
H -2.911688 5.123331 0.722354 0.06 0.03 -0.01
H -0.369192 7.833720 0.321075 0.04 0.02 -0.01
H -1.859971 7.416938 1.173401 0.02 0.04 0.05
H -1.616468 7.621106 -1.626623 0.02 0.01 0.01
H 1.111116 6.029668 -0.412057 -0.02 -0.06 0.03
H 1.533861 3.588441 -0.506036 0.04 -0.01 0.06
Cl -0.681828 -0.357417 3.456343 -0.10 -0.17 0.63
C 0.206115 -1.791192 3.913668 0.03 -0.07 -0.21
C 1.229146 -1.663885 4.833414 -0.03 0.03 -0.01
C 1.960816 -2.784601 5.185023 0.08 -0.01 0.06
C 1.658280 -4.003810 4.603297 0.08 -0.02 0.02
C 0.627140 -4.118281 3.685713 -0.01 0.06 -0.01
Cl 0.292301 -5.685652 3.033592 -0.04 -0.04 0.01
C -0.144728 -3.009023 3.308132 -0.16 0.07 -0.10
N -1.241795 -3.057008 2.463867 0.17 -0.35 0.05
C -1.408658 -3.845717 1.281250 0.08 0.11 0.06
C -2.589571 -4.572167 1.163661 -0.01 0.03 -0.01
C -2.827375 -5.367940 0.053438 -0.01 0.05 0.02
C -1.872848 -5.438877 -0.950632 -0.02 -0.02 -0.02
C -0.702732 -4.702895 -0.843939 0.00 0.04 -0.02
C -0.453850 -3.886227 0.258345 -0.01 -0.04 0.01
C 0.834526 -3.090370 0.279271 -0.28 -0.02 0.24
C 0.640938 -1.666797 -0.203131 -0.03 0.04 0.09
O 1.178037 -1.299230 -1.232353 -0.03 0.08 -0.08
O -0.101707 -0.882384 0.570621 0.11 -1.18 -0.49
H 1.452604 -0.693096 5.257744 -0.06 -0.02 0.02
H 2.757171 -2.709508 5.914381 -0.03 -0.01 -0.07
H 2.216252 -4.892027 4.870605 -0.04 0.02 -0.04
H -1.822828 -2.242122 2.522588 -0.03 0.10 -0.03
H -3.302800 -4.524012 1.978785 0.04 -0.06 -0.02
H -3.737203 -5.952819 -0.008606 0.02 0.05 -0.01
H -2.035056 -6.072866 -1.815597 0.02 0.04 0.07
H 0.047987 -4.760804 -1.626066 -0.04 -0.02 0.12
H 1.559685 -3.549456 -0.387261 0.01 -0.06 0.01
H 1.258263 -3.055236 1.284604 0.03 0.02 0.00
```
Positions in Å, forces in eV/Å.

Spin multiplicity ... 2
DFT total energy ... -193989.7733 eV
HOMO-LUMO gap (alpha / beta) ... 6.805 / 6.732 eV
Maximum force ... 2.59 eV/A
Charge ... +1

Formula: FH14O7
Source: the Open Molecules 2025 dataset
Level of theory: wB97M-V/def2-TZVPD

The geometry in XYZ format:
```
22
Properties=species:S:1:pos:R:3:forces:R:3
F -3.384531 5.325628 11.997822 0.37 0.07 -0.47
O -3.975955 2.901217 10.942489 0.50 -0.72 -1.42
H -3.389364 3.001328 10.171706 -0.47 -0.37 0.20
H -3.740675 3.700452 11.401293 -0.15 0.86 0.82
O -0.990632 5.562992 10.961446 -0.16 1.36 -0.40
H -1.818638 5.345723 11.445385 0.30 -0.51 -0.04
H -0.348145 4.876488 10.848803 -0.16 -0.78 0.35
O -5.919941 6.200158 12.082457 -2.92 1.64 -1.93
H -5.789834 6.373928 11.124887 -0.48 -0.08 0.92
H -5.139801 5.788179 12.313583 2.62 -1.58 1.06
O -4.285170 8.979217 11.630891 0.28 0.85 0.16
H -3.438671 9.455800 11.694486 -0.50 -0.70 -0.16
H -4.121228 8.074283 11.325416 0.17 0.35 -0.14
O -4.129079 6.729004 9.861304 -0.11 -0.59 0.62
H -3.311773 6.590259 9.388015 0.39 0.11 -0.36
H -3.993214 6.116487 10.632622 0.12 0.24 -0.42
O -3.432465 7.063671 13.946424 -0.15 -1.09 -0.82
H -3.411835 6.505234 13.114912 -0.52 0.13 1.11
H -2.672323 7.578634 13.733775 0.90 1.06 0.26
O -3.662933 3.517141 13.806717 0.49 -0.63 1.56
H -3.107712 3.791268 14.553607 -0.40 -0.33 0.01
H -3.446353 4.218271 13.199904 -0.14 0.73 -0.92
```
Positions in Å, forces in eV/Å.

DFT total energy ... -17280.2507 eV
HOMO-LUMO gap ... 10.271 eV
Maximum force ... 3.87 eV/A
Charge ... -1

Formula: CH3ClN2O2
Source: the Open Molecules 2025 dataset
Level of theory: wB97M-V/def2-TZVPD

The geometry in XYZ format:
```
9
Properties=species:S:1:pos:R:3:forces:R:3
C 0.999960 -1.556596 0.556989 -0.05 1.30 1.86
N -1.543090 0.996671 -0.902286 -0.46 -1.29 -0.94
N 1.330459 -0.482189 -0.032244 -1.24 0.45 -0.69
O 0.543810 0.685711 0.041957 1.23 -0.35 0.68
O -1.317107 0.970997 -2.017554 -0.05 0.04 -0.11
Cl -2.020190 2.650154 -0.282855 -0.28 1.28 0.52
H 0.387150 -1.720225 1.475528 -0.34 0.51 -1.08
H 1.687345 -2.324733 0.361603 0.77 -1.13 -0.38
H -0.068336 0.780210 0.798864 0.42 -0.81 0.15
```
Positions in Å, forces in eV/Å.

SMILES string ... O=NCl.C=NO
DFT total energy ... -20677.9484 eV
HOMO-LUMO gap ... 9.655 eV
Maximum force ... 2.26 eV/A

Formula: C5H10N2O3
Source: the Open Molecules 2025 dataset
Level of theory: wB97M-V/def2-TZVPD

The geometry in XYZ format:
```
20
Properties=species:S:1:pos:R:3:forces:R:3
C 0.727752 0.498728 -0.557554 1.12 -0.98 2.41
C -0.984997 0.585002 -2.214201 0.09 0.29 -0.13
C -1.073065 -1.213197 -0.576926 -0.05 -0.30 0.24
C -0.076691 0.884255 2.392896 -0.03 0.15 0.05
C 1.307450 -0.264374 0.883579 -0.48 2.58 -1.69
N 1.649307 -1.534172 0.376126 1.42 -1.93 -0.33
N -0.367638 -0.048607 -1.061982 -0.65 0.03 -0.65
O 1.337381 1.456676 -0.948208 0.10 0.39 -0.33
O 2.786033 -1.680979 -0.053393 -1.44 0.79 0.69
O 0.312542 -0.352731 1.839616 0.30 -0.72 0.07
H -1.312388 -0.182781 -2.915181 0.00 0.02 0.01
H -1.848813 1.182109 -1.902714 0.03 -0.07 -0.08
H -0.257917 1.237345 -2.696219 -0.10 -0.05 0.03
H -0.612429 -1.607422 0.322144 -0.24 0.00 -0.20
H -2.109087 -0.939229 -0.366295 -0.02 -0.04 0.02
H -1.061883 -1.990113 -1.344622 -0.04 0.02 0.01
H 0.783477 1.424832 2.800916 -0.03 -0.01 -0.02
H -0.772012 0.644155 3.195506 0.04 0.10 -0.05
H -0.574640 1.516088 1.649718 0.02 0.00 0.01
H 2.147618 0.384417 1.176792 -0.04 -0.27 -0.05
```
Positions in Å, forces in eV/Å.

SMILES string ... CO[C@@H](N=O)C(=O)N(C)C
DFT total energy ... -14466.4958 eV
HOMO-LUMO gap (alpha / beta) ... 8.891 / 8.894 eV
Maximum force ... 3.12 eV/A

> Which of these has the lowest maximum force?

CH3ClN2O2

> Which value of maximum force does entry 4 give?

3.12 eV/A